# C32H69N2O16P3S6

7 unconnected molecules or ions with the total composition C32H69N2O16P3S6 (ωB97M-V with the def2-TZVPD basis set, the OMol25 dataset).

Highest occupied orbital energy in eV: -7.438
SMILES string: [H]/N=C\CP(CCP(=O)(OCC)OCC)#P(N)O.O=S1(=O)CCCC1.O=S1(=O)CCCC1.O=S1(=O)CCCC1.O=S1(=O)CCCC1.O=S1(=O)CCCC1.O=S1(=O)CCCC1
LUMO in Ha: 0.0189
Electronic energy in eV: -162920.8482

Atoms and positions in Å:
H  0.90  -0.67  -1.82
N  1.50  0.02  -1.33
C  2.49  -0.67  -0.90
C  2.60  -2.20  -1.15
P  2.36  -2.66  -2.96
C  3.90  -2.21  -3.92
C  3.70  -1.09  -4.99
P  2.65  -1.60  -6.46
O  3.50  -1.42  -7.69
O  1.27  -0.72  -6.36
C  0.81  -0.15  -7.59
C  -0.61  -0.71  -8.02
O  2.22  -3.21  -6.36
C  2.30  -3.87  -7.63
C  1.40  -5.16  -7.56
P  2.33  -4.87  -2.85
N  0.78  -5.29  -2.13
O  2.36  -5.53  -4.41
H  3.30  -0.20  -0.29
H  1.91  -2.80  -0.51
H  3.63  -2.51  -0.86
H  4.40  -3.11  -4.35
H  4.64  -1.81  -3.18
H  4.70  -0.83  -5.39
H  3.27  -0.15  -4.58
H  0.70  0.94  -7.42
H  1.47  -0.27  -8.46
H  -0.57  -0.94  -9.10
H  -0.78  -1.67  -7.49
H  -1.38  0.05  -7.80
H  3.34  -4.19  -7.83
H  1.90  -3.26  -8.46
H  0.38  -4.86  -7.25
H  1.85  -5.81  -6.80
H  1.38  -5.66  -8.55
H  0.98  -5.42  -1.14
H  0.14  -4.49  -2.16
H  3.26  -5.81  -4.56
O  -2.15  -2.54  1.29
S  -2.66  -1.33  0.68
O  -3.65  -1.36  -0.37
C  -3.21  -0.23  1.97
C  -1.97  0.58  2.34
C  -1.30  0.94  1.01
C  -1.26  -0.33  0.16
H  -3.61  -0.80  2.81
H  -3.98  0.41  1.56
H  -2.23  1.47  2.92
H  -1.29  -0.03  2.94
H  -1.89  1.71  0.50
H  -0.30  1.35  1.15
H  -1.37  -0.10  -0.90
H  -0.36  -0.90  0.33
O  5.41  0.21  0.98
S  5.90  -0.25  2.26
O  7.29  -0.11  2.65
C  4.87  0.44  3.55
C  3.74  -0.57  3.71
C  4.41  -1.95  3.67
C  5.39  -1.95  2.49
H  4.52  1.43  3.25
H  5.47  0.51  4.45
H  3.19  -0.42  4.64
H  3.04  -0.48  2.88
H  4.96  -2.12  4.60
H  3.68  -2.75  3.57
H  6.27  -2.57  2.69
H  4.91  -2.28  1.57
O  -0.80  -6.20  0.19
S  -1.89  -7.13  0.36
O  -1.74  -8.35  1.12
C  -3.31  -6.23  0.95
C  -4.02  -5.77  -0.31
C  -3.98  -6.96  -1.28
C  -2.55  -7.52  -1.26
H  -2.99  -5.42  1.60
H  -3.93  -6.93  1.52
H  -5.04  -5.44  -0.11
H  -3.48  -4.92  -0.75
H  -4.68  -7.73  -0.93
H  -4.28  -6.67  -2.28
H  -2.54  -8.60  -1.40
H  -1.93  -7.03  -2.01
O  2.26  3.68  3.50
S  1.83  3.82  2.12
O  0.47  3.53  1.72
C  2.28  5.44  1.54
C  3.69  5.26  0.98
C  3.66  3.95  0.20
C  2.95  2.91  1.07
H  2.23  6.16  2.36
H  1.58  5.72  0.75
H  3.98  6.10  0.36
H  4.41  5.19  1.80
H  3.10  4.09  -0.73
H  4.66  3.62  -0.07
H  2.39  2.19  0.47
H  3.66  2.38  1.71
O  -0.38  8.71  2.79
S  0.69  8.54  3.75
O  2.02  8.13  3.37
C  0.80  10.03  4.74
C  -0.16  9.79  5.89
C  0.07  8.34  6.34
C  0.11  7.48  5.07
H  0.54  10.89  4.13
H  1.83  10.11  5.09
H  0.01  10.49  6.71
H  -1.19  9.91  5.55
H  1.02  8.27  6.86
H  -0.71  8.00  7.02
H  0.79  6.63  5.18
H  -0.89  7.12  4.80
O  -5.51  1.57  2.78
S  -6.53  0.56  2.94
O  -6.29  -0.66  3.69
C  -8.01  1.34  3.57
C  -8.76  1.77  2.32
C  -8.65  0.60  1.34
C  -7.19  0.15  1.33
H  -7.74  2.17  4.22
H  -8.57  0.59  4.13
H  -9.80  2.02  2.54
H  -8.29  2.66  1.89
H  -9.29  -0.22  1.68
H  -8.98  0.88  0.34
H  -7.10  -0.93  1.17
H  -6.60  0.68  0.58

Atom charges from the Löwdin analysis, given in e for atoms 1 to 99: 0.011 0.079 -0.291 -0.401 0.760 -0.449 -0.261 0.625 -0.313 -0.229 -0.287 -0.063 -0.265 -0.290 -0.072 0.638 -0.211 -0.375 0.085 0.075 0.062 0.074 0.079 0.094 0.088 0.117 0.101 0.071 0.073 0.066 0.120 0.109 0.077 0.050 0.077 -0.012 0.017 0.017 -0.333 0.666 -0.342 -0.246 -0.199 -0.209 -0.240 0.104 0.074 0.121 0.120 0.126 0.082 0.098 0.081 -0.340 0.671 -0.319 -0.224 -0.213 -0.210 -0.217 0.082 0.113 0.120 0.115 0.118 0.117 0.105 0.092 -0.337 0.670 -0.327 -0.227 -0.218 -0.216 -0.220 0.102 0.108 0.117 0.117 0.115 0.114 0.102 0.098 -0.329 0.669 -0.328 -0.227 -0.211 -0.202 -0.219 0.069 0.116 0.118 0.121 0.120 0.117 0.089 0.067 -0.314

# C6HCl5

A single C6HCl5 molecule (ωB97M-V with the def2-TZVPD basis set, the OMol25 dataset).

Highest occupied orbital energy in eV: -9.056
SMILES string: Cl/C=C(/Cl)C(Cl)=C=C=C(Cl)Cl
LUMO in Ha: -0.0424
Electronic energy in eV: -68845.7285

Atoms and positions in Å:
Cl  0.85  0.41  1.59
C  -0.16  0.03  0.28
C  -0.98  0.96  -0.27
Cl  -2.35  0.53  -1.24
C  -0.75  2.39  0.02
Cl  -2.06  3.53  0.22
C  0.53  2.59  -0.31
C  1.75  2.24  -0.33
C  2.64  1.30  -0.49
Cl  4.35  1.53  -0.12
Cl  2.32  -0.28  -1.07
H  -0.23  -0.97  0.05

Partial atomic charges computed with the Löwdin method, in multiples of e: 0.760 -0.617 -0.761 0.678 -0.695 0.677 -0.047 -0.183 -1.144 0.592 0.699 0.040

# C36H39IN8PS2SeV

A molecular structure, C36H39IN8PS2SeV (ωB97M-V with the def2-TZVPD basis set, the OMol25 dataset).

Highest occupied orbital energy (spin up / spin down) in eV: -8.541 / -9.161
Total charge: +1
LUMO (spin up / spin down) in Ha: -0.0912 / -0.1039
Multiplicity: 4
Electronic energy in eV: -179976.6591
Energy above the lowest of the compared OMol25 structures with the same formula, charge and spin in kcal per mole: 0.0

Atoms and positions in Å:
V  0.45  1.23  -1.22
N  4.34  -2.41  0.35
C  4.06  -1.17  0.81
N  3.55  -0.21  0.10
C  3.51  0.97  0.81
C  3.96  0.89  2.09
S  4.48  -0.71  2.45
C  3.20  2.27  0.19
C  3.99  3.33  0.49
S  3.50  4.73  -0.38
C  2.24  3.80  -1.12
N  2.19  2.54  -0.75
N  1.40  4.40  -2.00
H  4.52  -3.14  1.02
H  3.88  -2.70  -0.50
H  4.01  1.67  2.83
H  4.84  3.37  1.14
H  1.49  5.40  -2.07
H  0.44  4.08  -1.97
C  -0.72  -4.01  3.07
N  -0.11  -5.16  2.44
C  -0.25  -6.47  2.87
C  0.48  -7.24  2.06
N  1.07  -6.41  1.13
C  1.92  -6.87  0.05
C  0.71  -5.13  1.36
Se  1.22  -3.63  0.44
H  -1.75  -4.24  3.33
H  -0.70  -3.16  2.39
H  -0.18  -3.74  3.98
H  -0.85  -6.72  3.73
H  0.64  -8.31  2.06
H  1.34  -7.43  -0.68
H  2.72  -7.50  0.44
H  2.36  -6.00  -0.44
I  2.27  -0.28  -3.03
C  0.95  1.09  -3.93
C  0.89  1.25  -5.30
C  0.00  2.19  -5.81
C  -0.78  2.91  -4.92
C  -0.65  2.68  -3.56
N  0.21  1.78  -3.04
H  1.52  0.66  -5.94
H  -0.08  2.35  -6.87
H  -1.50  3.64  -5.26
H  -1.26  3.21  -2.85
C  0.32  -0.26  3.73
C  -0.35  0.95  3.83
C  -0.59  1.73  2.71
C  -0.17  1.31  1.44
C  0.48  0.06  1.35
C  0.72  -0.70  2.48
N  -0.40  2.01  0.28
C  -0.75  3.36  0.31
C  -0.02  4.31  1.05
C  -0.33  5.65  0.98
C  -1.38  6.10  0.18
C  -2.14  5.17  -0.53
C  -1.83  3.82  -0.46
H  0.51  -0.86  4.61
H  -0.70  1.30  4.80
H  -1.12  2.67  2.81
H  0.80  -0.33  0.37
H  1.24  -1.65  2.38
H  0.80  3.96  1.66
H  0.25  6.36  1.55
H  -1.62  7.15  0.13
H  -2.99  5.51  -1.11
H  -2.44  3.09  -0.98
C  -1.16  -1.68  -2.51
P  -1.50  -0.13  -1.60
C  -2.84  0.53  -2.68
C  -2.55  -0.70  -0.21
C  -2.61  -2.05  0.16
C  -3.54  -2.47  1.10
C  -4.39  -1.56  1.70
C  -4.30  -0.22  1.38
C  -3.38  0.21  0.43
H  -0.38  -2.25  -2.01
H  -0.81  -1.43  -3.52
H  -2.06  -2.29  -2.60
H  -3.66  -0.19  -2.69
H  -2.47  0.66  -3.70
H  -3.21  1.48  -2.32
H  -1.93  -2.76  -0.29
H  -3.60  -3.53  1.35
H  -5.13  -1.90  2.42
H  -4.96  0.50  1.86
H  -3.31  1.27  0.19

Partial atomic charges computed with the Löwdin method, in multiples of e: 0.401 0.074 -0.704 0.058 -0.368 -0.366 1.049 -0.299 -0.344 1.090 -0.679 0.027 0.126 0.083 0.053 0.082 0.085 0.102 0.052 -0.030 -0.123 -0.040 -0.040 -0.131 -0.035 -0.711 0.686 0.095 0.035 0.101 0.127 0.127 0.100 0.098 0.038 1.134 -0.705 -0.095 -0.027 -0.028 -0.139 -0.173 0.108 0.121 0.122 0.099 -0.098 -0.079 -0.024 -0.298 -0.084 -0.131 -0.133 -0.313 -0.050 -0.076 -0.094 -0.084 -0.064 0.098 0.105 0.110 0.059 0.033 0.121 0.109 0.103 0.106 0.080 -0.270 0.910 -0.222 -0.350 -0.093 -0.082 -0.075 -0.067 -0.092 -0.003 0.031 0.057 0.063 0.040 0.033 0.077 0.104 0.107 0.109 0.093